# C2H5N2O2

An isolated ion of composition C2H5N2O2 and charge +1 (ωB97M-V with the def2-TZVPD basis set, OMol25).

Geometry (Å):
C: -1.0675 1.2639 -0.1020
C: 0.4077 -0.9679 0.1669
N: 1.1313 0.0365 -0.6158
N: -1.6582 0.1787 -0.0553
O: -0.9695 -1.0612 -0.1870
O: 2.1316 0.3662 0.1330
H: -1.3395 2.2308 0.0351
H: 0.5523 -1.9116 -0.2398
H: 0.5603 -0.9308 1.1934
H: -2.6596 0.1102 0.0793
H: 2.9111 0.6854 -0.4077

Force components x, y, z for each atom (eV/Å):
2.93 -3.36 -0.51
-1.82 1.46 -1.95
-1.47 -0.33 0.36
0.36 0.82 0.21
-0.97 1.12 0.02
1.66 0.21 0.17
-1.20 2.68 0.22
1.69 -2.11 -0.70
0.43 0.37 1.94
-0.32 -0.92 0.00
-1.29 0.06 0.23

The value obtained for the molar mass is 89.07 g/mol. The value obtained for the LUMO energy (spin up / spin down) is -0.2059 / -0.2481 Eh. As for the orbital gap (spin up / spin down): 9.7 / 7.6 eV. As for the net charge: +1. For the HOMO energy (spin up / spin down), the calculation gives -15.3 / -14.3 eV.